{
  "formula": "C55H61F6N9O9P2S6Ti",
  "method": "ωB97M-V/def2-TZVPD",
  "total_charge": -2,
  "homo_lumo_gap_ev": 5.9,
  "largest_force_ev_per_a": 5.15,
  "e_lumo_ev": 3.4,
  "spin_multiplicity": 1,
  "elements": ["Ti", "N", "C", "C", "C", "C", "C", "C", "S", "O", "O", "N", "C", "N", "C", "C", "C", "N", "H", "H", "H", "H", "H", "H", "H", "H", "H", "F", "C", "F", "F", "S", "O", "O", "N", "S", "O", "O", "C", "F", "F", "F", "C", "C", "C", "C", "C", "C", "P", "C", "C", "C", "C", "C", "C", "C", "C", "C", "C", "C", "C", "H", "H", "H", "H", "H", "H", "H", "H", "H", "H", "H", "H", "H", "H", "H", "C", "C", "C", "P", "C", "C", "C", "C", "C", "C", "H", "H", "H", "H", "H", "H", "H", "H", "H", "H", "H", "H", "H", "H", "H", "H", "H", "H", "H", "H", "H", "S", "C", "S", "C", "N", "N", "C", "C", "C", "C", "C", "C", "S", "H", "H", "H", "H", "H", "C", "C", "C", "C", "C", "C", "O", "N", "C", "O", "N", "C", "O", "H", "H", "H", "H", "H", "H", "H", "H", "H", "H", "H"],
  "xyz": [[0.35879, -0.51514, -0.24014], [4.13742, 7.62076, 2.96987], [4.02209, 6.48492, 2.15452], [3.22581, 6.51550, 1.00865], [3.06367, 5.37784, 0.23892], [3.68728, 4.19931, 0.61287], [4.48818, 4.15459, 1.73964], [4.65344, 5.29462, 2.50943], [3.58404, 2.78561, -0.45827], [3.10151, 3.28472, -1.71901], [4.91552, 2.22255, -0.45270], [2.59431, 1.61345, 0.11516], [1.56570, 1.90134, 0.90123], [1.46502, 3.12428, 1.45904], [0.46645, 3.37157, 2.26241], [-0.48296, 2.41072, 2.61461], [-0.37165, 1.19420, 2.02279], [0.64059, 0.89495, 1.16855], [3.90370, 8.48872, 2.51869], [4.97920, 7.67033, 3.51772], [2.73512, 7.43928, 0.72045], [2.45337, 5.38101, -0.65574], [4.98076, 3.22547, 2.00404], [5.28412, 5.26959, 3.39253], [0.41933, 4.39014, 2.63831], [-1.30996, 2.63011, 3.27218], [-1.06644, 0.39556, 2.22753], [-2.55060, 2.36810, -3.79338], [-1.20040, 2.37917, -3.52527], [-0.87030, 3.69321, -3.45388], [-0.59508, 1.93148, -4.66843], [-1.12565, 1.05150, -1.82904], [-1.34070, 0.02684, -0.49966], [0.41288, 1.05003, -1.68919], [-1.32318, -0.17272, -3.06176], [-0.00097, -0.92874, -3.13894], [0.38543, -1.65465, -1.85230], [1.12441, -0.47236, -3.90045], [-0.45057, -2.40391, -4.21200], [0.00732, -2.22411, -5.44894], [-1.75614, -2.65884, -4.31118], [0.14530, -3.51717, -3.73619], [3.92416, -5.60867, -0.50606], [3.03218, -4.99260, -1.37605], [2.77775, -3.63421, -1.26577], [3.41387, -2.85834, -0.29041], [4.31552, -3.48522, 0.56569], [4.56515, -4.85012, 0.46271], [3.01589, -1.03754, -0.26965], [4.02132, -0.52000, 1.18832], [5.37169, -0.19693, 1.12522], [6.05179, 0.20082, 2.26858], [5.39320, 0.29710, 3.48607], [4.03430, 0.01770, 3.55054], [3.35877, -0.39655, 2.41288], [4.05759, -0.63191, -1.72627], [3.60156, 0.32115, -2.62838], [4.36277, 0.65725, -3.73963], [5.58012, 0.04067, -3.96076], [6.03141, -0.93866, -3.08012], [5.26830, -1.28229, -1.97671], [4.11297, -6.67340, -0.57625], [2.52586, -5.57246, -2.13936], [2.07004, -3.16534, -1.93497], [4.83542, -2.90414, 1.31871], [5.26522, -5.32083, 1.14375], [5.88752, -0.21399, 0.17686], [7.10611, 0.44417, 2.20456], [5.92828, 0.60093, 4.37795], [3.49961, 0.12480, 4.48761], [2.29616, -0.59789, 2.45702], [2.65726, 0.81580, -2.46560], [3.99480, 1.41454, -4.42002], [6.18373, 0.30927, -4.82054], [6.98005, -1.43359, -3.25269], [5.61895, -2.06551, -1.31646], [-1.93046, -4.25311, -1.32597], [-3.21550, -3.42312, -1.43294], [-4.42022, -4.36315, -1.50236], [-3.14888, -2.03458, -0.15444], [-4.13645, -0.73992, -1.06443], [-5.37907, -1.13940, -1.86014], [-4.44304, 0.42562, -0.11263], [-4.21752, -2.56521, 1.29970], [-3.63073, -3.86235, 1.87341], [-5.74005, -2.68251, 1.19965], [-1.76329, -4.83715, -2.23684], [-1.99055, -4.94826, -0.48445], [-1.06981, -3.60247, -1.17316], [-3.16099, -2.85323, -2.36436], [-4.45051, -5.02397, -0.63456], [-4.33473, -4.99584, -2.39441], [-5.36522, -3.82638, -1.56824], [-3.39857, -0.39674, -1.79270], [-6.16515, -1.55744, -1.22951], [-5.13646, -1.85306, -2.64956], [-5.77578, -0.24008, -2.34300], [-3.60153, 0.59886, 0.56339], [-5.33519, 0.21959, 0.48658], [-4.61052, 1.34746, -0.67473], [-3.99250, -1.76776, 2.01705], [-4.03158, -4.73991, 1.36408], [-3.86735, -3.95511, 2.93835], [-2.54296, -3.87319, 1.76573], [-6.04161, -3.39292, 0.42947], [-6.20497, -1.72110, 0.98717], [-6.13254, -3.04092, 2.15908], [-5.50152, 7.44439, -0.95423], [-4.58527, 6.04228, -0.91129], [-2.97420, 5.97280, -0.27187], [-2.82491, 4.25815, -0.72525], [-3.90986, 3.82745, -1.28624], [-4.88978, 4.80815, -1.37644], [-6.08497, 4.38860, -2.02718], [-7.32950, 4.92760, -1.72524], [-8.45362, 4.48304, -2.40963], [-8.35100, 3.49294, -3.37579], [-7.10988, 2.92830, -3.64132], [-5.97819, 3.37165, -2.97722], [-1.40706, 3.40441, -0.38111], [-7.42047, 5.69233, -0.97101], [-9.42161, 4.91069, -2.17575], [-9.23180, 3.15720, -3.91042], [-7.02044, 2.13514, -4.37374], [-5.00155, 2.95412, -3.18353], [1.98630, -2.71247, 4.47815], [2.01243, -3.43770, 3.13278], [0.61098, -3.75985, 2.53961], [0.78752, -4.73765, 1.33312], [-0.08630, -5.99265, 1.33087], [-0.16022, -4.38041, 3.69176], [0.10317, -5.47430, 4.14894], [-1.12251, -3.59623, 4.25100], [-1.47764, -2.29667, 3.86222], [-2.26663, -1.70116, 4.55308], [-0.91352, -1.80351, 2.70735], [-0.02281, -2.45607, 2.05808], [0.41896, -1.95981, 0.93286], [3.00319, -2.46573, 4.78200], [1.54580, -3.34636, 5.24987], [1.40715, -1.78637, 4.42180], [2.54111, -4.38330, 3.25226], [2.54423, -2.84014, 2.39692], [1.82966, -5.05180, 1.29252], [0.59429, -4.16917, 0.42837], [0.17068, -6.65210, 2.15616], [-1.14811, -5.75146, 1.41839], [0.07129, -6.52985, 0.39307], [-1.61449, -3.96758, 5.04954]],
  "forces_ev_per_angstrom": [[-1.7, 1.3, -1.2], [-0.1, -0.1, 0.0], [-0.1, 0.0, 0.0], [0.0, 0.0, 0.0], [0.0, 0.0, -0.1], [0.2, 0.0, -0.1], [0.0, 0.0, -0.1], [0.0, 0.0, 0.1], [0.2, -0.1, -0.2], [-0.3, 0.0, 0.1], [0.0, -0.2, 0.1], [-0.1, 0.6, 0.0], [0.2, -0.2, 0.1], [-0.5, 0.0, 0.3], [0.2, 0.0, -0.1], [-0.2, 0.1, 0.4], [0.3, -0.2, 0.1], [0.9, 1.5, 0.4], [0.1, 0.0, 0.0], [0.1, 0.0, 0.0], [0.0, 0.0, 0.0], [0.0, 0.0, 0.1], [0.0, 0.0, 0.0], [0.0, 0.0, 0.0], [-0.1, 0.0, 0.1], [0.0, 0.0, 0.0], [-0.1, -0.1, -0.1], [0.2, -0.1, 0.0], [0.4, -0.3, 0.2], [0.0, -0.2, 0.1], [-0.1, 0.2, 0.1], [-1.8, 2.4, -4.2], [1.9, -2.1, 1.9], [0.2, -0.2, 1.2], [0.7, -0.2, 1.1], [-0.7, -1.3, -2.4], [0.3, 0.2, -0.3], [0.2, 0.1, 0.6], [-0.1, -0.4, 0.1], [0.0, 0.1, 0.0], [-0.1, 0.1, 0.2], [0.0, 0.1, 0.0], [0.0, 0.0, 0.0], [0.0, 0.0, 0.0], [0.1, 0.0, 0.1], [-0.4, -0.1, 0.0], [0.0, 0.0, 0.0], [0.0, 0.0, 0.0], [1.5, -0.5, -0.1], [-0.3, 0.1, 0.1], [0.0, 0.0, 0.0], [0.1, -0.1, 0.1], [0.0, 0.0, -0.1], [0.0, -0.1, 0.1], [0.1, 0.0, -0.1], [-0.2, 0.1, -0.1], [0.0, 0.0, 0.1], [0.0, 0.0, 0.0], [0.0, -0.1, 0.0], [0.0, 0.0, 0.0], [0.1, 0.0, -0.1], [0.0, 0.0, 0.0], [0.0, 0.0, 0.0], [0.0, 0.0, -0.1], [0.0, 0.0, 0.0], [0.0, 0.0, 0.0], [0.0, 0.0, 0.0], [0.0, 0.0, 0.0], [0.0, 0.0, 0.0], [0.0, 0.0, 0.0], [0.0, 0.0, 0.1], [0.0, 0.1, 0.0], [0.0, 0.0, 0.0], [0.0, 0.0, 0.0], [0.0, 0.0, 0.0], [0.0, 0.0, 0.0], [-0.1, 0.0, -0.1], [0.1, -0.1, 0.3], [0.0, 0.1, -0.2], [-0.8, -0.8, -0.2], [0.0, 0.1, 0.4], [0.1, 0.1, 0.0], [0.1, -0.1, -0.1], [0.0, -0.1, -0.2], [0.0, 0.2, 0.1], [0.1, 0.0, 0.1], [0.0, 0.0, 0.0], [0.0, 0.0, 0.0], [0.1, -0.1, 0.0], [0.0, 0.0, 0.0], [-0.1, 0.0, 0.0], [0.0, 0.0, 0.1], [0.0, 0.0, 0.0], [0.0, 0.1, 0.0], [0.0, 0.0, 0.0], [-0.1, 0.0, 0.0], [0.0, 0.0, 0.0], [-0.1, 0.1, 0.0], [0.0, 0.0, 0.0], [0.0, 0.0, 0.0], [0.0, 0.0, 0.0], [0.0, 0.0, 0.0], [0.0, 0.0, 0.0], [0.0, -0.1, 0.0], [0.0, 0.0, 0.0], [0.0, 0.0, 0.0], [-0.1, 0.0, 0.0], [0.0, 0.1, 0.1], [-0.1, -0.2, -0.1], [-0.1, -0.2, -0.2], [0.0, 0.2, 0.1], [-0.2, -0.3, -0.1], [0.2, 0.2, 0.2], [0.1, -0.1, -0.1], [-0.1, 0.0, 0.1], [0.0, -0.1, 0.0], [0.0, 0.0, 0.1], [0.0, 0.0, 0.0], [0.1, 0.1, 0.0], [0.1, 0.9, 0.6], [0.0, 0.0, 0.0], [0.0, 0.0, 0.0], [0.0, 0.0, 0.0], [0.0, 0.0, 0.0], [0.0, 0.0, 0.0], [-0.1, -0.1, -0.2], [-0.1, 0.2, 0.3], [0.1, -0.3, -0.4], [-0.2, -0.2, 0.2], [0.1, 0.0, 0.1], [0.0, 0.0, -0.2], [0.1, 0.0, 0.1], [-0.1, -0.1, 0.0], [0.3, -0.5, 0.0], [-0.2, 0.3, 0.0], [-0.5, 0.5, 0.3], [0.1, -0.2, 0.0], [-0.1, -1.1, 1.2], [0.0, 0.1, 0.0], [0.0, 0.0, 0.0], [0.1, 0.0, 0.1], [0.0, -0.1, -0.1], [0.1, -0.1, 0.0], [0.1, 0.1, 0.0], [0.1, 0.0, -0.1], [0.0, 0.0, 0.0], [0.0, 0.0, -0.1], [-0.1, 0.1, 0.0], [0.0, 0.0, 0.1]]
}

{
  "formula": "C3H3NS",
  "method": "ωB97M-V/def2-TZVPD",
  "total_charge": 0,
  "homo_lumo_gap_ev": 9.0,
  "largest_force_ev_per_a": 14.85,
  "e_lumo_ev": 0.0,
  "spin_multiplicity": 1,
  "smiles": "C#C/C=N\\S",
  "elements": ["C", "C", "C", "N", "S", "H", "H", "H"],
  "xyz": [[0.39340, -1.33364, 1.41884], [-0.23877, -1.12275, 0.29008], [-0.21551, -0.62888, -0.90428], [-0.15531, 0.60210, -1.03391], [0.03069, 1.80373, 0.20685], [0.76893, -1.16375, 2.50310], [-0.54389, -1.06855, -1.87418], [-0.03954, 2.91174, -0.60650]],
  "forces_ev_per_angstrom": [[-3.1, 1.9, -3.7], [5.0, -4.8, 13.1], [-2.0, 0.8, -6.2], [0.5, 5.5, -1.1], [-0.1, -1.0, -0.7], [-1.0, -0.7, -2.5], [0.7, -0.6, 0.9], [0.0, -1.0, 0.2]]
}

Ordered HOMO results: -2.425 -9.020; unit eV.
Ordered relative energy (zero: lowest compared OMol25 entry of this formula, charge and spin) results: 0.0 352.2; unit kJ/mol.